The following is a quantum chemistry calculation of 18 unconnected molecules or ions with the total composition C63H198N45O18P9 at a distorted geometry, from OMol25.

Cartesian coordinates (Å):
H1 -8.3899 9.4876 30.2069
H2 -12.5264 -0.1446 24.3801
N1 -16.8051 -4.0372 36.8616
H3 -10.7853 -1.3554 34.3968
H4 -14.8564 0.1392 23.4000
H5 -9.2006 -0.8078 34.9258
H6 -7.5958 0.4802 35.7939
H7 -19.8397 -2.2291 40.3810
N2 -10.7474 4.1567 34.0504
H8 -19.0348 -1.4376 35.0708
H9 -10.2925 6.7818 29.9142
H10 -16.3855 8.0060 36.5492
H11 -16.8248 2.2870 29.8810
O1 -13.5732 -2.7941 25.7866
C1 -18.8200 -7.6497 31.9534
H12 -15.2518 7.3646 31.7564
N3 -15.2335 -2.4136 33.2672
H13 -18.2897 -7.1925 31.1336
H14 -9.8585 -0.4199 28.7675
H15 -17.9733 -0.1830 37.4667
H16 -16.4546 -3.2158 23.1764
N4 -17.5956 2.6531 34.0854
H17 -10.8138 4.1434 35.0900
H18 -8.9800 7.7525 38.0261
N5 -8.8004 9.5365 31.1083
N6 -9.5805 -5.1714 33.6665
C2 -11.2526 6.6946 29.3391
H19 -10.4339 -3.6617 37.8910
O2 -8.3686 7.4166 31.2704
H20 -14.0269 3.0975 36.9700
C3 -19.2875 -4.4753 31.0768
C4 -16.8578 -0.2259 37.4821
H21 -15.6415 0.3784 27.0462
H22 -14.5952 -0.5577 35.7383
N7 -15.8637 -2.0321 26.5169
H23 -7.6452 -4.4824 35.8570
H24 -19.6814 0.7740 38.2320
H25 -12.7723 7.2879 37.4588
H26 -9.5828 -7.2549 33.2536
H27 -17.2284 2.8288 36.1319
H28 -14.8195 0.4037 40.1102
H29 -12.4400 3.8767 37.2932
H30 -15.3238 -3.1594 33.9538
H31 -18.4756 -0.6137 31.4273
H32 -12.0440 -0.3170 28.5242
H33 -9.8143 9.1721 33.4472
H34 -16.2862 5.8580 29.3675
H35 -4.5671 0.8118 32.9375
H36 -10.7938 -4.6007 31.9384
H37 -8.6887 6.5099 36.7283
C5 -11.2464 2.1897 28.2101
H38 -11.3918 8.7872 30.9842
H39 -7.0884 -2.5302 34.8194
N8 -12.3530 6.9950 30.2097
H40 -18.8370 3.8291 32.8347
N9 -15.4329 7.1909 38.2455
C6 -11.7219 7.2621 37.2277
C7 -19.9441 -1.5550 39.5685
H41 -10.6589 -6.7804 34.5886
C8 -8.4085 7.4589 37.1617
H42 -12.1653 -5.3842 28.7002
H43 -14.8545 -3.3414 22.5115
H44 -17.0872 -2.1955 43.0248
H45 -15.8375 8.7491 39.5452
C9 -13.5183 4.0575 37.0808
N10 -11.4680 8.2943 36.2202
N11 -13.6172 -3.6039 32.1851
H46 -17.7235 1.0142 41.3733
C10 -17.2765 0.3619 42.1708
C11 -20.1127 0.7437 33.6617
H47 -13.6670 0.1131 33.3779
H48 -7.3733 7.4606 37.5696
N12 -15.0788 -3.5462 38.2023
P1 -17.4939 1.1588 33.2897
H49 -7.7224 3.5908 37.7471
H50 -19.9442 -2.2133 38.6495
H51 -7.2298 0.9870 37.5110
N13 -11.3633 2.6862 29.5099
N14 -9.7242 -4.8370 36.2582
H52 -14.4076 -6.2822 33.9684
C12 -11.1152 -1.8103 29.5561
C13 -14.5721 0.6147 26.8109
N15 -11.9325 0.0424 31.6117
H53 -6.0667 5.8240 34.3186
H54 -7.7955 9.5693 34.6554
C14 -16.1593 6.8382 28.9403
H55 -15.5293 -1.5892 42.9364
H56 -13.7070 4.5321 36.1404
C15 -16.7959 2.2748 30.9807
C16 -17.5961 5.7832 39.7958
C17 -13.2868 5.0766 39.3542
H57 -12.2493 10.4636 37.4697
H58 -14.0870 0.3766 27.8245
O3 -12.6817 0.7729 36.1793
H59 -13.2017 8.2669 35.0705
C18 -10.6029 -4.6800 37.3785
C19 -9.0426 10.5429 38.2818
H60 -16.5278 -0.5058 23.5726
H61 -11.8479 8.6231 34.1501
C20 -15.4858 -3.7682 36.9181
H62 -19.8056 -7.9009 31.5408
H63 -17.2287 -4.0478 35.9175
H64 -15.7616 -8.0515 31.9820
N16 -18.7465 0.3115 33.8928
H65 -15.7099 6.1981 32.8751
O4 -4.5450 1.6509 35.3687
C21 -11.4013 10.7059 38.0829
C22 -13.5227 -5.9221 27.3659
C23 -15.6479 -2.5462 27.9168
O5 -10.9214 1.5356 32.9437
N17 -12.1816 -1.2037 28.9958
H66 -16.4768 3.7005 40.8911
C24 -16.3077 3.7413 39.8406
N18 -12.7540 -4.9792 27.9773
H67 -11.5864 10.3953 39.1060
H68 -14.0141 7.8116 27.4456
H69 -3.3420 3.2893 34.5716
H70 -11.9567 -0.7597 25.9367
H71 -16.4576 -1.2517 37.0941
N19 -15.0233 -1.7833 23.9938
H72 -17.3996 5.9408 40.8944
H73 -17.0352 -0.4304 25.8218
P2 -10.1086 9.2423 36.1723
C25 -16.9927 -3.8192 30.8623
H74 -12.2006 5.2164 39.0873
H75 -15.8954 -1.6543 33.3370
C26 -11.9506 0.8897 32.6375
C27 -13.4332 4.6725 32.1096
H76 -17.4677 4.6989 33.4027
H77 -19.3247 -4.4941 30.0138
H78 -10.9007 2.6884 26.2151
H79 -20.7352 -7.0780 33.8840
H80 -15.7866 -5.7400 34.8247
H81 -13.0449 8.3813 31.6977
H82 -13.2486 8.5417 28.8114
H83 -5.9825 0.7529 31.7660
H84 -17.0221 3.0603 39.3788
H85 -15.1308 9.0117 37.3858
P3 -5.7488 2.4154 34.9303
H86 -20.0035 -5.1402 31.4857
H87 -17.5709 -1.3629 34.3293
O6 -10.1307 10.1411 35.0096
H88 -11.6178 -4.7211 37.0644
C28 -17.1590 -1.4535 26.3216
H89 -11.1315 4.0605 27.3212
H90 -13.6724 5.8787 40.0467
C29 -7.8723 1.8068 33.2256
H91 -13.2476 3.8455 31.3973
H92 -12.0808 3.4379 29.6201
H93 -19.6575 -5.9553 34.7152
O7 -16.0953 5.3206 36.6532
H94 -8.5262 2.2024 33.9454
O8 -11.1656 -2.9007 30.1843
H95 -11.3223 -1.9900 36.3699
H96 -12.8269 -3.5558 31.5158
H97 -7.0996 7.9780 34.7898
N20 -9.7196 5.2813 32.2940
C30 -15.1049 0.2159 39.0977
H98 -16.9476 3.2907 31.4605
N21 -11.1822 3.0698 27.1419
N22 -14.0021 -5.5645 26.0930
C31 -15.4775 -6.4766 34.0754
C32 -8.2954 -4.8965 36.6275
N23 -14.2880 5.6748 31.4589
H99 -16.1960 6.7491 27.9136
H100 -9.4588 -3.5864 32.1602
H101 -11.9566 6.9560 34.6667
H102 -3.7403 4.0199 32.9530
H103 -14.6783 7.7476 36.3424
N24 -14.0312 4.9501 38.1631
H104 -10.7877 3.3215 33.5000
N25 -9.1763 -2.7663 34.4171
H105 -8.1739 10.3624 37.7102
H106 -3.4796 5.0367 34.3844
H107 -18.2642 -8.5630 32.1324
H108 -16.0972 -3.5150 28.0011
N26 -16.1893 -6.1615 32.8395
C33 -18.6220 -1.1385 34.1229
H109 -7.3860 -3.7726 33.7116
H110 -9.1005 6.0737 31.9680
N27 -6.9569 2.5133 36.0708
H111 -15.9336 -4.1124 31.1287
H112 -14.1444 7.0027 33.0610
H113 -14.5915 -2.6260 28.2095
H114 -17.1552 -2.7418 31.2654
H115 -15.9622 -2.8202 41.7716
C34 -12.0963 7.9363 31.2844
H116 -15.5683 -7.5060 34.4622
H117 -5.1342 2.2671 32.0537
H118 -14.8467 1.1427 38.5956
N28 -8.6097 8.5154 36.2035
C35 -3.8893 4.0799 34.0861
H119 -17.5235 -1.1415 27.2969
C36 -7.3536 3.7615 36.7400
C37 -10.2616 -6.5318 33.6100
H120 -13.9758 4.1829 32.9517
N29 -18.8803 -6.6008 32.9260
O9 -17.2558 -2.5676 39.6865
O10 -13.5356 4.9191 29.0549
C38 -7.7795 -2.8005 33.9935
H121 -12.6858 -3.9961 27.7174
H122 -7.2440 4.5039 34.4000
H123 -8.7071 1.4807 36.6364
H124 -9.9705 4.5781 31.7217
H125 -18.8046 4.3584 34.4973
N30 -13.1333 0.9853 33.2360
C39 -7.4941 8.8533 35.3879
H126 -12.4273 4.9620 32.3179
H127 -13.8870 -2.1210 35.9815
N31 -14.0329 -0.1994 25.7859
H128 -15.2726 7.2579 40.2674
H129 -13.0998 -1.5519 29.2822
H130 -18.5000 5.1856 39.7216
N32 -16.8273 -0.8246 41.4648
H131 -19.3153 -7.6810 34.7324
C40 -9.7059 -1.4733 34.2357
N33 -16.4072 5.0558 39.2871
N34 -10.2268 10.0894 37.6075
H132 -14.3983 -0.5744 38.7229
C41 -12.7273 -0.4477 36.2251
C42 -17.7607 0.1241 30.9513
H133 -20.1296 1.7995 33.7453
N35 -9.4364 8.3056 32.9653
C43 -15.3876 -3.1465 23.4165
N36 -16.5001 -0.1158 38.8763
H134 -16.9918 7.4964 29.2627
H135 -14.6460 -6.6177 31.5876
H136 -9.5536 -1.1940 33.1848
H137 -16.4480 0.7614 42.7356
H138 -20.3657 0.3913 32.7023
C44 -12.1724 7.9917 34.9499
H139 -7.6322 -2.0314 33.1839
H140 -17.3569 -4.1041 37.6775
H141 -16.2036 3.7977 35.0180
C45 -16.6447 2.8195 35.1724
C46 -15.1561 7.9236 39.4302
O11 -16.1933 0.4501 33.4731
H142 -8.2373 0.7648 32.9508
C47 -15.4415 8.0560 37.0312
O12 -11.1533 1.0158 27.9074
C48 -19.2295 0.8217 39.2439
H143 -12.7876 -0.4357 31.2468
H144 -17.2328 -3.7405 29.7457
H145 -9.2334 7.5296 33.6020
C49 -18.1738 3.9115 33.7051
O13 -11.5087 -3.7440 34.8829
H146 -10.6952 -0.4711 36.7358
H147 -16.1032 -1.8570 28.6254
C50 -14.8573 6.5982 32.3702
H148 -11.1159 0.0804 31.0426
H149 -15.8486 1.8545 31.3675
P4 -13.6846 6.0950 29.9754
H150 -13.9879 -4.6050 25.7750
N37 -13.8778 -1.0952 36.1170
H151 -6.5610 9.0292 35.9052
H152 -11.6929 7.4287 32.1566
C51 -14.2014 8.2138 28.4658
H153 -8.2649 4.3524 36.2420
N38 -18.8594 -0.5314 39.7008
H154 -17.7013 6.7790 39.2943
P5 -15.5221 5.5876 38.0113
H155 -14.2169 -3.0811 38.3964
C52 -15.4776 -0.7158 23.2319
H156 -12.9932 1.3770 34.1644
H157 -11.1377 -6.5811 32.9172
H158 -19.5625 -3.4439 31.3316
N39 -14.8301 7.3097 29.4416
H159 -15.5028 -0.8289 22.1401
C53 -7.6423 1.2720 36.5304
H160 -11.3090 5.7262 28.8811
H161 -14.7534 9.1570 28.3924
H162 -9.0339 10.1359 39.3340
H163 -15.1830 -3.9604 24.1325
O14 -13.7170 -6.9888 27.8679
H164 -8.0049 2.5075 32.4395
C54 -9.7109 -4.6168 32.2467
N40 -9.8893 -1.1755 29.4330
H165 -12.3311 0.9935 25.5749
O15 -9.5048 6.0327 34.4553
C55 -5.4547 1.3669 32.5280
N41 -5.2759 3.9004 34.5133
H166 -14.7919 -6.1447 25.8369
H167 -16.2784 -6.8570 30.8124
H168 -10.4503 -5.4823 38.0212
P6 -14.5681 -1.7312 25.5247
O16 -17.7809 -4.6226 34.1924
P7 -17.3346 -1.1120 39.8919
H169 -18.3871 1.5061 39.2060
H170 -11.4958 1.9235 30.1415
C56 -19.7244 -6.8074 34.1171
H171 -7.9545 -5.8986 36.7761
H172 -9.1090 -5.2563 31.5710
C57 -15.6485 -6.9442 31.7772
H173 -8.1758 -4.2217 37.4976
N42 -6.4624 1.7092 33.6277
H174 -13.2279 4.0541 39.8441
H175 -15.9043 -3.3015 38.7427
H176 -11.2160 7.5240 28.5950
H177 -11.3377 11.8403 37.9836
C58 -14.4229 -2.4616 32.1737
H178 -16.4147 0.5600 36.8994
H179 -9.0954 11.6162 38.5065
H180 -18.9462 -1.6889 33.2562
C59 -16.3709 -1.9483 42.2526
H181 -17.8927 -2.1225 25.8392
H182 -9.1151 -1.8201 29.4033
H183 -16.7000 -0.2648 30.9860
H184 -20.8728 -0.9631 39.6185
C60 -8.8001 8.3915 31.7823
N43 -11.4954 -1.0484 36.5917
C61 -6.2736 4.7858 33.9552
P8 -17.6671 -5.4439 32.9708
H185 -6.5337 4.4665 36.8157
H186 -18.1967 0.3172 29.9566
O17 -14.7366 -3.7211 35.8896
H187 -8.8566 10.4458 31.6282
N44 -17.9244 -4.7723 31.5106
C62 -9.8991 5.1737 33.6505
H188 -15.8420 2.0341 35.1431
H189 -11.3804 6.2357 36.9632
H190 -20.7006 0.2606 34.5315
C63 -12.6604 -0.0431 25.4698
N45 -17.8147 1.4496 31.6280
H191 -18.0041 0.0722 42.9135
H192 -6.2268 4.7965 32.8565
P9 -10.0829 -4.0766 34.8706
H193 -14.4175 1.7037 26.5830
H194 -11.0813 7.4575 38.0586
O18 -14.4389 -1.6593 31.2526
H195 -19.9823 1.2015 39.8812
H196 -15.3582 3.2949 39.7393
H197 -13.3154 -3.7740 33.1337
H198 -14.1470 8.3387 39.4962

Cartesian forces, eV/Å:
0.4 0.2 -0.5
-0.1 -0.5 0.1
0.1 0.0 -2.4
0.5 -0.5 0.0
0.2 0.8 0.3
0.1 0.7 -0.2
0.5 -0.1 -0.1
-0.3 -0.6 0.9
1.1 1.8 1.7
-1.1 -0.1 0.1
-0.7 -0.3 -0.5
-0.8 0.3 -0.4
-0.3 0.0 0.5
0.6 0.1 0.2
-0.2 0.6 -1.3
-0.4 1.3 -0.3
-0.2 0.5 -0.2
0.1 -0.1 -0.7
0.1 0.1 -0.2
1.0 -0.2 -0.7
0.0 0.4 0.1
0.7 -1.0 -1.1
0.0 -0.6 -1.5
-0.6 -0.6 0.6
-0.6 3.6 0.9
-1.2 -0.4 -1.4
2.0 2.1 0.2
-0.2 -1.4 -0.3
2.4 -4.2 -2.5
0.1 -0.1 0.6
0.6 1.0 0.4
-0.5 -2.4 -0.3
0.9 0.5 -0.7
-1.4 0.8 -0.8
0.6 -0.4 1.2
-0.2 0.0 -0.2
0.3 0.1 0.3
-0.4 -0.3 0.4
1.0 -0.9 -0.2
0.9 0.0 -0.5
-0.4 -0.2 1.0
-0.7 0.1 -0.4
0.4 0.1 -0.2
0.9 0.7 -0.3
-0.1 0.0 0.0
0.8 -1.3 -0.7
-0.5 -0.4 0.1
-1.0 0.6 -0.2
1.0 -0.5 0.2
0.0 -0.5 0.2
0.1 1.7 -1.2
-1.0 -1.3 0.2
-0.4 0.4 -0.2
0.6 -0.9 0.0
0.0 -0.4 0.1
-0.3 1.6 -1.2
1.0 0.0 -0.6
0.2 1.0 -0.8
0.3 -0.2 0.2
0.8 0.5 0.6
-0.3 0.7 -0.1
0.6 0.1 -0.5
-0.8 -0.6 -0.1
-0.5 0.4 0.1
0.3 0.1 1.0
0.3 -0.8 -0.8
0.5 0.9 -0.6
0.5 -0.1 1.3
-0.1 -0.6 -1.2
0.5 -1.4 2.7
0.1 0.7 -0.8
-0.4 -0.1 -0.6
-0.5 -0.4 -0.5
0.5 1.7 -0.4
0.2 -0.4 0.2
0.3 1.1 0.6
-0.1 -0.2 -0.4
-0.7 0.7 -1.5
1.8 -0.2 0.1
0.1 -0.1 -0.3
0.4 -2.2 0.8
-0.3 0.6 2.8
-0.9 -0.9 -1.3
-0.2 -0.6 -0.4
0.2 0.8 -0.1
0.6 0.4 3.0
-0.5 -0.2 -0.9
0.4 0.5 -0.6
0.4 1.2 2.1
1.3 0.7 0.6
1.8 -1.2 1.1
-0.4 -0.5 -0.2
-0.3 0.6 -1.1
-0.5 1.7 -0.4
-0.8 -0.5 0.1
0.1 2.5 0.0
-1.0 0.5 2.2
0.6 0.5 -0.7
0.6 0.4 -0.3
1.3 0.2 -1.1
0.0 -0.1 0.4
0.2 -0.4 0.7
0.7 1.0 0.1
0.1 -1.5 0.6
-0.4 -0.6 0.7
-0.6 0.1 -0.2
-0.8 1.6 -0.3
0.1 2.4 -1.9
0.6 0.7 -1.0
-0.9 0.0 -0.2
-0.4 -0.8 0.4
-0.4 0.4 1.1
-0.6 -0.5 -0.6
0.5 0.2 0.6
-0.2 0.3 0.4
-0.5 -0.1 0.5
0.4 -0.2 -0.1
-0.5 0.5 0.1
-1.0 1.7 0.2
-0.1 -3.6 -1.9
-0.4 0.1 -0.9
-0.6 -1.5 -0.1
0.4 1.1 0.4
0.2 1.0 0.5
-0.9 0.5 0.4
0.2 0.2 -0.2
1.8 0.0 -0.6
-1.1 -2.0 -0.9
0.4 -0.3 0.3
0.0 -0.3 -1.1
-0.4 0.5 1.5
-0.6 0.1 -0.5
0.0 -0.5 0.1
0.7 -0.2 -0.9
0.8 0.1 0.4
0.4 0.3 0.5
-0.2 -0.2 -0.1
-0.3 1.0 0.0
0.8 -2.3 1.2
-0.6 -0.6 0.4
-0.1 0.0 -0.5
-0.3 0.5 -1.3
-0.8 0.1 -0.4
0.0 1.9 -0.5
0.0 -0.1 -0.2
0.6 -1.0 -0.8
1.1 -2.1 -0.6
-0.5 0.1 0.2
0.7 -0.6 -0.3
-0.2 1.4 0.9
0.7 0.3 1.0
-0.5 0.2 1.6
-0.3 1.6 -1.0
0.0 -1.3 -0.3
-0.6 0.1 0.5
-1.0 0.3 0.2
1.9 3.4 3.3
1.2 -0.7 -0.7
0.6 -0.8 -1.1
0.1 0.0 0.4
-0.4 -1.1 0.9
0.2 1.1 0.9
-0.5 1.2 0.0
1.0 -1.5 -0.2
0.2 -0.2 -2.4
0.7 0.6 0.1
-0.5 0.0 0.0
-0.4 -0.1 1.3
0.2 -0.3 -0.5
-0.4 -0.9 -1.6
-0.2 -1.0 0.1
0.9 -1.6 0.4
1.0 -0.4 -0.3
-0.1 0.4 0.2
0.0 -0.3 0.9
-0.2 -0.6 0.1
0.3 -0.1 1.1
1.6 1.0 0.2
-0.6 -0.2 -0.5
-0.6 -1.1 0.0
-0.8 0.5 0.1
-1.2 0.3 -0.8
0.4 0.2 0.6
-0.3 -0.1 -0.5
0.2 -1.6 -0.5
-0.4 0.0 -0.7
-0.7 1.1 0.7
-0.4 0.2 -0.4
0.4 0.7 -0.5
-0.1 0.1 -0.5
-0.8 -0.2 0.8
-0.2 -0.1 -1.1
-0.5 -0.2 0.2
-1.8 0.7 -1.0
-0.9 1.8 0.5
0.6 0.6 -0.3
-0.7 -0.1 1.8
-0.2 -0.9 -0.5
0.5 0.8 0.8
0.9 0.7 0.4
0.1 -0.7 -0.2
0.2 0.3 -0.9
-0.1 0.2 0.1
-1.0 -2.8 -2.3
0.4 -0.3 0.0
-1.5 0.0 2.5
0.8 -1.9 -1.6
0.5 1.0 0.9
-0.3 0.4 -0.1
-0.8 -0.6 -0.4
-0.1 -0.1 0.6
0.5 0.3 -0.1
-0.2 0.0 -0.3
0.1 -0.6 -1.6
-0.5 0.9 -0.6
-1.2 1.3 -0.6
-0.7 0.8 1.0
1.2 -1.1 -0.5
-0.6 0.6 0.1
3.2 1.1 1.5
-0.8 -0.3 0.4
-0.4 1.1 -0.1
-0.6 2.6 1.1
-0.2 0.6 1.5
0.9 0.6 1.1
0.6 -0.2 0.0
0.7 -0.2 -0.3
0.2 0.4 0.2
0.4 0.8 -0.1
-1.2 -0.3 -1.2
1.0 0.1 0.6
-0.1 -1.0 0.6
-0.5 0.1 0.7
0.3 0.0 0.5
0.0 -0.5 0.6
0.3 -0.3 0.8
-0.5 0.1 0.4
0.2 1.4 0.1
0.8 -1.2 1.1
0.5 -1.2 0.6
0.2 -1.2 -1.0
1.0 0.6 0.7
0.6 -0.6 1.6
-0.1 -0.1 -0.3
-1.2 0.6 -0.9
-1.4 0.8 0.1
-0.2 0.6 -0.2
-0.2 0.1 0.1
-0.5 0.5 -0.4
0.5 -0.4 -0.2
0.3 0.5 -0.8
-2.7 0.9 -0.5
0.2 0.2 0.3
1.4 -2.8 0.3
0.0 1.1 0.9
0.5 -0.1 -0.1
-0.3 0.5 -0.3
1.8 -1.3 0.6
-1.0 -0.3 -0.9
0.0 -1.0 0.4
-1.1 -0.5 -1.8
0.3 0.1 -0.2
-2.2 1.9 -0.5
-0.2 0.2 0.1
0.6 0.6 0.4
0.0 0.0 0.3
0.6 -0.8 -1.0
0.2 -0.7 0.3
0.2 1.3 0.1
-0.2 -0.3 -0.2
-0.4 -0.3 -0.2
0.5 -0.2 -0.9
0.1 0.6 -0.3
-0.5 -2.0 0.6
0.0 0.4 -1.4
-1.0 -1.1 0.8
-0.4 0.1 -0.2
-0.2 -0.1 0.7
0.3 -0.5 0.1
-1.3 -1.1 1.1
0.5 1.7 -0.3
0.2 0.2 -0.1
1.2 0.3 1.4
0.4 -1.2 1.6
0.2 -1.4 1.8
-0.1 0.4 0.3
0.2 0.7 1.2
0.1 -0.2 0.1
-0.2 -0.3 0.6
1.9 -2.5 -0.3
0.1 -0.7 0.6
-0.4 0.4 0.3
-2.4 -1.3 -2.4
0.3 -0.7 -0.1
0.4 -0.8 -1.0
-0.3 1.1 0.3
0.6 0.3 0.9
0.3 -0.7 -0.2
0.1 -1.2 0.5
0.1 -1.8 1.1
0.1 0.5 -0.2
-0.1 0.1 -0.5
-0.4 -0.6 -0.1
1.6 1.5 2.5
0.3 0.4 0.0
0.0 0.1 0.2
-1.1 0.1 -0.4
0.1 -0.7 0.1
-2.0 1.2 2.7
-2.6 -0.2 0.3
0.3 0.9 0.7
-0.2 -1.2 -0.2
0.2 0.0 -0.1
0.7 -0.4 0.1
-1.4 -0.1 1.8
0.1 -1.4 -1.1
0.1 1.2 -1.7
-1.4 -0.2 -0.9
-0.9 0.7 0.2
-0.5 0.5 -0.6
0.4 0.9 -1.7
1.9 0.6 -1.7
-0.6 -1.2 0.3
-0.7 0.1 0.2
-0.5 -0.1 0.2
0.2 -0.9 -3.0
-0.3 -1.0 0.3
-0.1 0.5 1.1
-0.1 0.8 -0.6
-0.8 0.6 0.9
1.3 -0.3 -0.6
0.4 -0.5 0.2
0.2 0.0 -0.2

For the energy above the lowest of the compared OMol25 structures with the same formula, charge and spin, the calculation gives 0.095 eV. Its HOMO-LUMO gap is 8.20 eV. Its total charge is 0.

Results of the Löwdin charge analysis, in e, for atoms 1 through 5:
1 H 0.099
2 H 0.087
3 N 0.183
4 H 0.072
5 H 0.067